1.
Formula: C7H22BaO7
Source: OMol25
Level of theory: ωB97M-V/def2-TZVPD

Calculated values
Charge: +2
LUMO energy in eV: -6.296
Calculated total energy in eV: -22629.13876
Kohn-Sham gap in eV: 10.8284
Relative energy (zero: lowest compared OMol25 entry of this formula, charge and spin) in eV: 0.283

CARTESIAN COORDINATES (ANGSTROEM)
1 Ba 9.4977 -0.1779 10.9186
2 O 11.1346 1.7484 9.7697
3 O 10.7658 -1.7295 8.9709
4 O 13.6253 -2.2816 12.5747
5 O 9.1342 -2.5524 11.8880
6 O 13.6680 -0.1987 13.0753
7 O 11.8899 -0.9899 11.9547
8 O 8.0783 2.0256 11.1565
9 C 10.8967 2.0102 8.3680
10 C 12.0830 -2.1406 8.5573
11 C 12.9732 -3.4727 12.1252
12 C 8.6833 3.3327 11.0641
13 C 13.2467 1.1566 12.9517
14 C 9.0131 -3.7989 11.1419
15 C 12.9669 -1.1451 12.5071
16 H 8.3355 -4.4677 11.6712
17 H 12.2915 -3.2661 11.3011
18 H 10.3414 1.2122 7.8856
19 H 12.4808 -1.4593 7.8030
20 H 12.0751 -3.1548 8.1664
21 H 11.8558 2.1714 7.8760
22 H 12.9613 1.5309 13.9318
23 H 12.4131 1.2467 12.2546
24 H 13.7710 -4.1280 11.7919
25 H 9.6998 3.2602 11.4390
26 H 14.0982 1.7183 12.5783
27 H 9.9730 -4.2971 11.0404
28 H 10.1200 -2.1309 8.3786
29 H 8.1616 4.0646 11.6790
30 H 8.5630 -3.5760 10.1795
31 H 9.0573 -2.7601 12.8260
32 H 7.1266 2.1401 11.2611
33 H 11.7319 2.4554 10.0365
34 H 10.3423 2.9472 8.2589
35 H 8.7106 3.7137 10.0426
36 H 12.7236 -2.0929 9.4354
37 H 12.4572 -3.9253 12.9683



2.
Formula: C7H22IO7
Source: OMol25
Level of theory: ωB97M-V/def2-TZVPD

Calculated values
Charge: -1
LUMO energy in eV: 2.854
Calculated total energy in eV: -30049.47137
Kohn-Sham gap in eV: 8.0964
Relative energy (zero: lowest compared OMol25 entry of this formula, charge and spin) in eV: 0.451

CARTESIAN COORDINATES (ANGSTROEM)
1 I -15.4943 23.0489 -8.1354
2 O -14.2797 25.9323 -9.2431
3 O -15.9817 20.5861 -5.6658
4 O -13.4553 28.6524 -8.7970
5 O -21.0356 22.5029 -6.8637
6 O -15.1741 18.4734 -3.8157
7 O -13.2424 24.2835 -5.5556
8 O -18.4286 23.5849 -6.2749
9 C -14.8584 20.7087 -4.8453
10 C -14.1799 28.2089 -9.9431
11 C -13.3239 25.6776 -5.3943
12 C -15.1469 19.8903 -3.5885
13 C -15.1706 27.0232 -9.5349
14 C -18.8818 22.5537 -5.4572
15 C -20.4145 22.5678 -5.5501
16 H -20.7186 23.4488 -4.9849
17 H -20.8057 23.3276 -7.2980
18 H -15.0095 18.3403 -4.7521
19 H -15.8070 27.2668 -8.6841
20 H -12.7635 29.2856 -9.0021
21 H -13.5700 28.1068 -10.8406
22 H -15.8693 21.1813 -6.4106
23 H -14.8185 29.0648 -10.1616
24 H -14.7822 21.7523 -4.5400
25 H -16.0948 20.1350 -3.1094
26 H -18.2506 21.6857 -5.6478
27 H -13.2954 26.2232 -6.3374
28 H -12.4934 26.1450 -4.8652
29 H -20.8329 21.7139 -5.0173
30 H -18.6001 22.7658 -4.4258
31 H -14.1752 25.9972 -4.7932
32 H -14.6575 25.1178 -8.9034
33 H -15.9065 26.7191 -10.2792
34 H -13.7620 23.9255 -6.2791
35 H -13.9781 20.5508 -5.4684
36 H -14.4350 20.0910 -2.7879
37 H -17.6367 23.3004 -6.7371



3.
Formula: C7H23INO4
Source: OMol25
Level of theory: ωB97M-V/def2-TZVPD

Calculated values
Charge: -2
LUMO energy (alpha / beta) in eV: 4.718 / 4.665
Spin multiplicity: 2
Calculated total energy in eV: -25409.91161
Kohn-Sham gap (alpha / beta) in eV: 1.3608 / 7.4774

CARTESIAN COORDINATES (ANGSTROEM)
1 I -0.7448 2.9060 0.5145
2 O 1.9481 -2.9001 -0.1515
3 O -0.9042 -0.2132 2.3525
4 O 1.9771 1.1471 2.4423
5 O -3.0608 3.1162 -2.3429
6 N 1.6415 0.0196 -0.6484
7 C 1.7140 1.7969 3.6089
8 C -0.3715 -0.5345 -1.8262
9 C -2.6502 3.2803 -3.7005
10 C 0.6559 -1.0357 -0.7689
11 C 2.2058 -4.3238 -0.3015
12 C 1.1927 -2.3655 -1.2668
13 C -2.0734 -0.2673 3.2284
14 H -2.9655 -0.0400 2.6448
15 H 2.9160 -4.6320 0.4658
16 H -1.9811 0.5573 3.9353
17 H -1.3088 -1.0649 -1.6583
18 H 1.2577 -4.8603 -0.2634
19 H 2.7122 -4.4871 -1.2528
20 H -2.1527 -1.1496 3.8636
21 H 1.9198 0.2799 -1.5838
22 H 0.1588 -1.0865 0.1999
23 H 0.8562 1.2705 4.0273
24 H -2.0004 4.1143 -3.9659
25 H -0.8649 0.5917 1.8308
26 H -3.4717 3.4538 -4.3956
27 H 0.3681 -3.0058 -1.5803
28 H 1.0845 0.8456 -0.4828
29 H 1.1691 1.2045 1.9271
30 H -2.2643 2.9749 -1.8260
31 H 2.5771 1.6375 4.2551
32 H 0.0524 -0.6862 -2.8189
33 H -2.2625 2.3329 -4.0750
34 H 1.7920 -2.2396 -2.1685
35 H 1.4768 2.8460 3.4322
36 H -0.5992 0.5169 -1.6505



4.
Formula: C7H23N7O4Rb
Source: OMol25
Level of theory: ωB97M-V/def2-TZVPD

Calculated values
Charge: +1
LUMO energy in eV: -2.877
Calculated total energy in eV: -26906.56545
Kohn-Sham gap in eV: 9.2015
Relative energy (zero: lowest compared OMol25 entry of this formula, charge and spin) in eV: 0.000

CARTESIAN COORDINATES (ANGSTROEM)
1 Rb 0.8569 -0.4357 -1.5345
2 O 2.0358 0.2231 1.0177
3 O -3.0539 0.7221 -4.5202
4 O 0.6124 2.3217 -2.2388
5 O -1.5886 -1.0519 -0.3285
6 N 1.2824 4.1521 -1.0471
7 N -3.1202 -0.9997 1.3638
8 N 1.2093 -2.4966 3.3546
9 N -1.8330 -0.5524 -3.0948
10 N 2.7992 2.9602 -2.3190
11 N -2.8040 -2.9148 0.1071
12 N -3.6546 0.6590 -2.3214
13 C -0.0753 -0.5246 2.6484
14 C -2.4328 -1.6289 0.3823
15 C -2.8719 0.3108 -3.3996
16 C 3.3167 0.7334 0.7138
17 C 2.2401 -0.9459 1.8287
18 C 1.4879 3.1150 -1.9103
19 C 0.9203 -1.5941 2.2263
20 H -3.3572 0.3445 -1.4151
21 H -0.3732 0.0801 1.7958
22 H -3.5749 -3.3664 0.5629
23 H 0.3616 4.1873 -0.6483
24 H -1.3936 -0.9112 -3.9244
25 H 0.5568 -2.1224 1.3274
26 H 3.8673 0.0652 0.0426
27 H 3.4148 3.7227 -2.1086
28 H -2.1685 -3.4049 -0.4948
29 H 3.2962 1.7301 0.2716
30 H 2.6180 -0.5595 2.7903
31 H -1.7645 -0.9999 -2.1923
32 H 3.8986 0.8802 1.6304
33 H -0.9621 -1.0165 3.0475
34 H 0.3881 0.0520 3.4483
35 H 1.9142 4.9263 -0.9712
36 H 2.9685 2.1977 -2.9443
37 H -2.9683 -0.0137 1.4675
38 H 2.1619 -2.8389 3.2171
39 H 3.0050 -1.6057 1.4092
40 H 0.6717 -3.3557 3.2657
41 H -4.1668 1.5124 -2.4498
42 H -3.7202 -1.5564 1.9439



5.
Formula: C7H23NO3
Source: OMol25
Level of theory: ωB97M-V/def2-TZVPD

Calculated values
LUMO energy in eV: 0.335
SMILES: CCNCCC(C)C.O.O.O
Calculated total energy in eV: -15263.01947
Kohn-Sham gap in eV: 8.7940
Relative energy (zero: lowest compared OMol25 entry of this formula, charge and spin) in eV: 1.743

CARTESIAN COORDINATES (ANGSTROEM)
1 O -1.0105 1.2134 3.2809
2 O -1.9582 -1.9982 1.5538
3 O 0.7894 -2.4511 1.9595
4 N 2.3401 -0.1039 -0.4502
5 C -0.0704 -0.5687 -1.0831
6 C -2.6015 0.0930 -0.9818
7 C -1.4088 0.0912 -3.1703
8 C 2.8531 1.0475 0.3340
9 C 1.2508 0.1802 -1.3630
10 C -1.2222 0.2941 -1.6358
11 C 1.9063 1.5010 1.4322
12 H 1.0432 1.2637 -1.3522
13 H -2.9928 1.0047 -0.5087
14 H 2.2726 -0.9363 0.1089
15 H -1.9340 1.0396 3.4706
16 H -0.4695 0.6710 3.8584
17 H -1.0099 1.3682 -1.5199
18 H -2.0285 -0.7680 -3.4871
19 H -0.3155 -0.8075 -0.0509
20 H 3.4333 1.7240 -0.2699
21 H -0.0684 -1.5058 -1.6523
22 H 3.6820 0.5607 0.8506
23 H 1.6281 -0.0079 -2.4145
24 H -1.6106 -1.1376 1.2704
25 H 1.4036 -3.0482 1.5423
26 H 1.8230 2.5880 1.5710
27 H -3.4122 -0.1022 -1.6660
28 H -1.1602 -2.2925 2.0285
29 H 1.1399 -1.5606 2.0626
30 H 2.1630 1.1925 2.4372
31 H -2.2551 0.7517 -3.4733
32 H -2.6537 -0.6787 -0.2061
33 H -0.4191 0.1314 -3.6147
34 H 0.8726 1.2512 1.1389



6.
Formula: C7H23NO5
Source: OMol25
Level of theory: ωB97M-V/def2-TZVPD

Calculated values
Charge: +1
LUMO energy (alpha / beta) in eV: -4.797 / -7.615
Spin multiplicity: 2
Calculated total energy in eV: -19350.08309
Kohn-Sham gap (alpha / beta) in eV: 8.4352 / 5.6236
Relative energy (zero: lowest compared OMol25 entry of this formula, charge and spin) in eV: 0.311

CARTESIAN COORDINATES (ANGSTROEM)
1 O -0.3030 -2.9498 -2.7973
2 O 0.5882 -0.2915 -3.1317
3 O 1.2503 2.1072 2.2232
4 O 2.3898 2.0884 -0.2351
5 O 2.7345 -0.4030 -1.3562
6 N -1.7383 2.2582 0.4087
7 C 1.8529 -1.2020 1.5927
8 C -1.8492 1.3430 -0.7781
9 C -1.8409 -0.6421 0.7493
10 C 0.3019 -1.1592 1.7659
11 C -2.4887 0.0066 -0.4489
12 C -0.4298 -0.8660 0.6485
13 C -2.6470 -1.3086 1.6337
14 H 0.4551 -3.0732 -2.2166
15 H -3.5441 0.2379 -0.3676
16 H 1.9586 -1.9961 0.8312
17 H -0.8587 1.3239 -1.2213
18 H 1.1960 3.0401 2.4781
19 H -3.7381 -1.2071 1.6560
20 H 1.8525 2.3113 -1.0097
21 H 0.0411 -0.7437 -0.3240
22 H 0.5301 -1.0661 -3.7011
23 H -1.1221 1.7764 1.0622
24 H -0.6076 -2.0543 -2.6104
25 H 2.4141 0.3296 -0.7845
26 H 2.1237 -0.1969 1.2916
27 H -0.0983 -1.3615 2.7688
28 H 2.0510 1.8401 2.6958
29 H 3.5192 0.0629 -1.6814
30 H -2.2707 -0.7366 -1.2578
31 H 1.7480 2.3216 0.4908
32 H 2.4807 -1.5683 2.3699
33 H -2.6346 2.2681 0.8821
34 H -2.2889 2.0333 -1.5042
35 H 1.2507 -0.4801 -2.4446
36 H -2.2783 -2.0425 2.3221